A | ORCA calculation (ωB97M-V with the def2-TZVPD basis set) on a 19-piece molecular cluster, C38H57N19 overall.

## Properties
**Total charge**: 0
**E_HOMO**: -10.19 eV

Each line ends with the Mulliken charge.
Geometry (Å):
C: 4.4787 -1.8310 1.2737  -0.298
C: 3.1071 -2.2896 1.1304  0.351
N: 2.0346 -2.6098 1.0865  -0.306
H: 4.5619 -1.3602 2.2532  0.231
H: 4.6590 -1.1624 0.4320  -0.322
H: 5.2375 -2.6118 1.2215  0.366
C: -0.1436 -0.8194 -0.7243  0.548
C: -0.5911 -0.0559 0.4127  -0.056
N: -0.8660 0.5696 1.3471  0.001
H: -0.6123 -0.5134 -1.6597  -0.001
H: -0.3713 -1.8692 -0.5394  -0.243
H: 0.9351 -0.7847 -0.8768  -0.265
C: -0.4085 2.9950 3.1817  0.894
C: -0.6525 4.2269 4.0128  -0.049
N: -0.7693 5.1827 4.5912  -0.534
H: -0.1286 2.1340 3.7886  -0.236
H: 0.4187 3.2325 2.5129  -0.048
H: -1.2532 2.8261 2.5138  -0.121
C: 2.9492 -4.2252 -4.3012  -0.748
C: 2.5224 -2.9546 -3.6406  0.321
N: 2.2584 -1.9923 -3.0887  -0.268
H: 2.1250 -4.9170 -4.1275  -0.028
H: 3.9587 -4.4269 -3.9429  0.363
H: 3.0227 -4.1096 -5.3826  0.343
C: 1.6081 -8.3311 -3.6537  -0.848
C: 0.9807 -7.1366 -3.0680  0.386
N: 0.4648 -6.2152 -2.6437  -0.345
H: 2.5146 -8.0957 -4.2115  0.280
H: 0.9326 -8.8394 -4.3417  0.275
H: 1.9149 -9.0529 -2.8967  0.294
C: -1.5019 -4.2909 1.0501  -0.884
C: -2.2363 -3.1619 1.7466  0.258
N: -2.8221 -2.3805 2.2462  -0.163
H: -1.4316 -3.9673 0.0116  0.188
H: -2.1321 -5.1788 1.1022  0.382
H: -0.5639 -4.5094 1.5604  0.247
C: -0.9604 -1.9724 -4.4311  0.413
C: -0.1590 -2.9779 -5.2566  0.153
N: 0.3978 -3.6952 -5.9521  -0.438
H: -1.5679 -1.2847 -5.0195  0.226
H: -0.2330 -1.4142 -3.8417  -0.559
H: -1.5493 -2.5460 -3.7154  0.178
C: -1.8896 1.1601 6.8595  -0.082
C: -3.2379 1.7002 7.1450  0.248
N: -4.3115 2.1749 7.3475  -0.487
H: -1.3751 1.1868 7.8201  0.460
H: -1.3946 1.8288 6.1553  0.067
H: -1.7067 0.2215 6.3364  -0.155
C: -1.8593 3.4371 -0.9424  -0.178
C: -0.5112 3.4990 -0.5470  0.513
N: 0.6048 3.5026 -0.1602  -0.570
H: -2.1650 2.4448 -1.2741  0.152
H: -2.0151 4.2897 -1.6033  0.435
H: -2.4974 3.6713 -0.0902  -0.394
C: 1.7804 -0.6120 3.9686  -0.416
C: 1.4648 0.2097 5.1444  0.110
N: 1.2364 0.8068 6.1210  -0.483
H: 1.4522 -1.6387 4.1303  0.511
H: 2.8573 -0.6735 3.8121  0.192
H: 1.3063 -0.2507 3.0560  0.062
C: 3.9036 2.6244 1.8734  -0.242
C: 3.2053 3.1533 3.0359  0.306
N: 2.6959 3.5459 4.0562  -0.472
H: 3.3368 2.5062 0.9499  -0.084
H: 4.3072 1.6319 2.0737  0.159
H: 4.7062 3.3071 1.5943  0.402
C: 5.9756 -0.9681 -2.2514  -0.790
C: 5.7334 0.1839 -1.3956  0.435
N: 5.5235 1.1173 -0.7091  -0.453
H: 5.6154 -0.6730 -3.2369  0.273
H: 5.3957 -1.8085 -1.8699  0.215
H: 7.0212 -1.2673 -2.3248  0.356
C: -0.9912 -2.7334 5.2967  -0.277
C: -2.3805 -2.5186 5.6510  0.219
N: -3.4867 -2.3761 5.9932  -0.483
H: -0.6667 -1.8961 4.6789  -0.311
H: -0.8695 -3.6791 4.7685  0.431
H: -0.4272 -2.7861 6.2279  0.444
C: 0.6766 4.6055 -4.2434  0.000
C: 1.9068 5.2498 -4.7958  0.153
N: 2.8113 5.7389 -5.3438  -0.383
H: -0.0716 4.4467 -5.0200  0.143
H: 0.0647 5.1449 -3.5204  0.321
H: 0.9387 3.6191 -3.8607  -0.246
C: -3.4111 0.2132 3.9801  0.055
C: -3.6529 1.5910 3.5904  0.056
N: -3.8341 2.7088 3.2957  -0.423
H: -3.2748 0.1507 5.0597  -0.166
H: -2.5545 -0.2160 3.4604  -0.109
H: -4.1802 -0.5068 3.7007  0.472
C: -5.3425 -0.8890 -1.4898  -0.655
C: -4.9188 -1.9834 -2.4045  0.398
N: -4.5827 -2.8691 -3.0306  -0.417
H: -4.7700 -0.8713 -0.5624  0.146
H: -6.4001 -1.0015 -1.2514  0.305
H: -5.1565 0.1035 -1.9001  0.237
C: -1.9599 2.4331 -6.2556  -1.005
C: -1.5119 2.0182 -4.9414  0.376
N: -1.2539 1.6186 -3.9132  -0.257
H: -2.3780 1.4852 -6.5943  0.354
H: -1.1677 2.7783 -6.9200  0.331
H: -2.7178 3.2073 -6.1363  0.294
C: -4.5115 4.9451 0.9625  -1.010
C: -3.4817 5.6209 1.7282  0.578
N: -2.6442 6.1619 2.3474  -0.438
H: -4.5807 3.8593 1.0288  0.269
H: -4.3016 5.0659 -0.1003  0.352
H: -5.4814 5.3905 1.1839  0.318
C: 2.1722 1.3721 -2.3030  1.587
C: 3.2156 1.3565 -3.3357  -0.034
N: 4.0091 1.3657 -4.1894  -0.557
H: 1.6099 2.3043 -2.2476  -0.197
H: 2.6687 1.4135 -1.3335  -0.159
H: 1.6015 0.4636 -2.4955  -0.735

B | ORCA calculation (ωB97M-V with the def2-TZVPD basis set) on a 19-piece molecular cluster, C38H57N19 overall.

## Properties
**Total charge**: 0
**E_HOMO**: -11.23 eV

Each line ends with the Mulliken charge.
Geometry (Å):
C: 3.1720 -1.6661 2.1317  -0.486
C: 1.9091 -1.2158 1.4725  0.138
N: 0.9322 -0.8784 1.0123  -0.087
H: 3.0368 -2.6099 2.8340  0.048
H: 3.4444 -0.8006 2.7570  0.061
H: 4.0117 -1.6620 1.4914  0.393
C: 3.9297 2.3544 -1.0806  -0.299
C: 3.7859 2.2929 0.3276  0.467
N: 3.6964 2.2732 1.4623  -0.483
H: 3.8946 1.3324 -1.4401  -0.249
H: 4.8501 2.8014 -1.4248  0.393
H: 3.1335 2.8731 -1.5992  0.185
C: -3.7413 -1.4940 1.6972  -0.030
C: -3.9474 -2.9138 1.3334  0.271
N: -3.9612 -4.0245 1.0839  -0.548
H: -4.4431 -0.8120 1.2504  -0.043
H: -2.6710 -1.2593 1.5872  0.021
H: -3.8613 -1.4739 2.7752  0.307
C: -4.0598 4.6195 -4.7579  -0.770
C: -3.9577 3.6041 -5.7862  0.495
N: -3.8240 2.6623 -6.4734  -0.534
H: -3.5020 4.2887 -3.9036  0.162
H: -5.1008 4.6901 -4.5643  0.344
H: -3.6004 5.5542 -5.0391  0.342
C: 5.1473 1.3203 -4.6730  -0.248
C: 6.3368 2.1736 -4.8353  0.264
N: 7.2293 2.8759 -4.9461  -0.403
H: 5.2389 0.6239 -3.7480  -0.042
H: 5.0397 0.6150 -5.5153  0.358
H: 4.2726 1.8902 -4.6572  0.090
C: -0.0593 0.7508 5.0983  -0.671
C: -1.1357 1.0111 4.0864  0.413
N: -1.9543 1.0734 3.2885  -0.377
H: -0.4036 0.9352 6.1595  0.332
H: 0.7787 1.4601 4.9131  0.268
H: 0.3593 -0.2843 5.1877  0.103
C: 5.1855 -2.4395 -2.8314  -1.053
C: 4.2871 -1.7540 -1.8917  0.349
N: 3.8468 -1.1069 -1.0668  -0.197
H: 4.8233 -2.4019 -3.8315  0.307
H: 5.5052 -3.5197 -2.5614  0.310
H: 6.1109 -1.8496 -2.8917  0.314
C: 0.1655 2.5657 1.3569  0.187
C: 0.3511 3.0154 -0.0467  0.029
N: 0.4534 3.2643 -1.1780  -0.397
H: 0.6421 3.2292 2.0723  0.416
H: 0.5625 1.5189 1.3345  -0.257
H: -0.9226 2.4253 1.4873  -0.064
C: -0.2673 -3.7453 -0.4459  0.185
C: 0.2196 -3.6750 -1.8542  0.260
N: 0.6018 -3.6053 -2.9306  -0.566
H: 0.6431 -3.8699 0.1183  0.008
H: -1.0757 -4.4892 -0.2492  0.321
H: -0.5997 -2.6935 -0.3084  -0.225
C: -4.8024 0.2977 -3.0619  -0.496
C: -5.5260 -0.0894 -1.8610  0.235
N: -6.0941 -0.5310 -0.9764  -0.295
H: -4.7149 1.3906 -3.0088  0.072
H: -5.4243 0.0086 -3.8991  0.379
H: -3.8047 -0.1638 -3.1200  0.092
C: -2.6838 -5.8614 3.5278  -0.747
C: -1.8394 -6.1988 2.3599  0.522
N: -1.0906 -6.5005 1.5060  -0.549
H: -3.0143 -6.7850 4.0695  0.314
H: -3.6307 -5.4100 3.2081  0.255
H: -2.0362 -5.3121 4.1744  0.230
C: -0.6995 2.8191 -4.7967  -0.214
C: 0.7207 2.5361 -4.9334  0.286
N: 1.8249 2.3998 -5.2162  -0.484
H: -1.1815 2.4665 -5.6361  0.461
H: -0.8390 3.8850 -4.6732  -0.081
H: -1.0602 2.3339 -3.8920  -0.037
C: 3.5723 -3.2518 6.3465  -0.861
C: 2.2072 -3.0714 6.0236  0.433
N: 1.1042 -2.8521 5.8795  -0.460
H: 4.2019 -3.7991 5.6540  0.296
H: 3.6048 -3.9404 7.2936  0.312
H: 3.9387 -2.3318 6.7732  0.285
C: -8.9295 -0.6567 0.9003  -0.808
C: -7.8130 -0.0277 1.5674  0.420
N: -6.9463 0.3934 2.1618  -0.419
H: -8.5829 -1.6025 0.4788  0.256
H: -9.2812 -0.0126 0.0443  0.233
H: -9.7786 -0.8527 1.5833  0.338
C: 6.5774 2.1624 3.0161  -0.639
C: 5.8707 1.0580 3.7558  0.430
N: 5.3282 0.2965 4.4510  -0.426
H: 6.4643 3.0735 3.6663  0.230
H: 6.1207 2.4292 2.0361  0.065
H: 7.6605 2.0276 2.9261  0.328
C: -0.5000 6.4561 -1.7191  -0.502
C: -0.5438 6.5019 -3.1933  0.404
N: -0.7116 6.4555 -4.3336  -0.521
H: -1.1704 5.7024 -1.3278  0.040
H: -0.7379 7.3939 -1.2977  0.399
H: 0.5228 6.1679 -1.4491  0.185
C: 0.4692 -0.2599 -2.3488  0.606
C: -0.9259 0.2306 -2.0998  0.086
N: -1.9377 0.7329 -1.8115  -0.468
H: 1.0164 0.5821 -2.7781  0.057
H: 0.3894 -1.0568 -3.0973  0.317
H: 0.8214 -0.5144 -1.3572  -0.606
C: 2.4094 -7.1611 1.9298  -0.789
C: 2.7483 -5.9027 2.4660  0.385
N: 3.0090 -4.8832 2.9214  -0.411
H: 1.2982 -7.3019 1.7089  0.194
H: 2.6177 -7.9866 2.6673  0.297
H: 2.9641 -7.2812 1.0215  0.267
C: -4.6090 2.5966 0.5611  -0.084
C: -3.7513 3.7399 0.8491  0.142
N: -2.9737 4.5285 1.1258  -0.512
H: -3.9770 1.9360 -0.0513  -0.175
H: -5.4671 2.9823 0.0294  0.385
H: -4.8931 2.1645 1.4683  0.232

Of them, the most stable is B and the least stable is A.